1.
{
  "formula": "C29H44Cl2IInN4O8",
  "method": "ωB97M-V/def2-TZVPD",
  "e_tot_ev": -91450.04464,
  "gap_ev": 8.57,
  "species": ["In", "C", "C", "C", "C", "C", "C", "N", "C", "C", "N", "C", "C", "O", "O", "C", "C", "C", "C", "C", "C", "N", "C", "C", "N", "C", "C", "O", "O", "H", "H", "H", "H", "H", "H", "H", "H", "H", "H", "H", "H", "H", "H", "H", "H", "H", "H", "H", "H", "H", "H", "H", "H", "H", "H", "H", "H", "H", "H", "H", "H", "H", "H", "H", "H", "H", "H", "H", "Cl", "C", "Cl", "C", "O", "O", "H", "I", "C", "C", "C", "C", "C", "C", "C", "O", "O", "H", "H", "H", "H"],
  "positions_angstrom": [[-0.372, -1.141, -0.562], [0.008, 2.025, 3.967], [-0.839, 1.974, 2.690], [-0.418, 3.000, 1.621], [0.908, 2.890, 0.849], [2.129, 3.056, 1.769], [0.915, 4.016, -0.186], [0.928, 1.576, 0.150], [2.197, 1.219, -0.493], [2.007, 0.502, -1.816], [1.682, -0.951, -1.733], [1.193, -1.349, -3.084], [-0.114, -0.653, -3.456], [-0.299, -0.293, -4.597], [-0.961, -0.524, -2.463], [2.818, -1.878, -1.345], [4.204, -1.231, -1.385], [2.552, -2.802, -0.147], [2.340, -2.338, 1.293], [2.286, -3.614, 2.149], [3.490, -1.488, 1.833], [0.988, -1.655, 1.408], [0.834, -0.877, 2.656], [-0.616, -0.523, 2.932], [-1.091, 0.604, 2.124], [-2.528, 0.489, 1.865], [-2.979, -0.797, 1.193], [-4.060, -1.256, 1.484], [-2.204, -1.338, 0.274], [0.169, 3.073, 4.226], [0.987, 1.552, 3.879], [-0.515, 1.568, 4.808], [-1.817, 2.349, 3.003], [-0.415, 3.976, 2.112], [-1.223, 3.039, 0.883], [1.966, 3.872, 2.477], [3.023, 3.300, 1.191], [2.342, 2.149, 2.341], [0.855, 4.981, 0.322], [0.074, 3.923, -0.875], [1.835, 4.013, -0.775], [-0.620, 1.809, -0.711], [0.674, 0.890, 0.849], [2.802, 0.618, 0.177], [2.764, 2.123, -0.705], [2.883, 0.653, -2.450], [1.170, 0.984, -2.323], [0.969, -2.415, -3.077], [1.932, -1.126, -3.853], [2.845, -2.609, -2.151], [4.325, -0.368, -0.730], [4.450, -0.917, -2.401], [4.942, -1.979, -1.092], [3.397, -3.494, -0.133], [1.677, -3.399, -0.409], [3.220, -4.169, 2.055], [1.470, -4.268, 1.827], [2.148, -3.376, 3.207], [4.403, -2.082, 1.758], [3.349, -1.244, 2.887], [3.660, -0.563, 1.290], [0.327, -2.436, 1.490], [1.447, 0.021, 2.588], [1.200, -1.455, 3.509], [-0.738, -0.362, 4.004], [-1.226, -1.398, 2.692], [-2.823, 1.295, 1.190], [-3.114, 0.577, 2.785], [-2.685, -6.056, -0.191], [-2.228, -4.351, -0.031], [-1.427, -4.124, 1.556], [-1.396, -3.910, -1.281], [-1.842, -4.202, -2.360], [-0.324, -3.185, -1.063], [-3.139, -3.769, -0.002], [-7.608, 0.919, -4.428], [-5.712, 1.336, -3.649], [-5.211, 0.550, -2.622], [-3.955, 0.835, -2.107], [-3.216, 1.898, -2.614], [-3.726, 2.666, -3.653], [-4.980, 2.391, -4.175], [-1.870, 2.235, -2.092], [-1.102, 3.003, -2.621], [-1.565, 1.620, -0.930], [-5.781, -0.281, -2.229], [-3.542, 0.207, -1.328], [-3.129, 3.478, -4.048], [-5.379, 2.990, -4.983]]
}



2.
{
  "formula": "C29H44ClF9N3O4PS",
  "method": "ωB97M-V/def2-TZVPD",
  "e_tot_ev": -100542.17159,
  "gap_ev": 1.41,
  "species": ["C", "C", "C", "C", "C", "C", "C", "C", "Cl", "C", "P", "O", "O", "O", "C", "C", "C", "C", "C", "F", "F", "C", "F", "F", "S", "F", "F", "F", "F", "F", "N", "C", "C", "C", "C", "C", "N", "H", "H", "H", "H", "H", "H", "H", "H", "H", "H", "H", "H", "H", "H", "H", "H", "H", "H", "H", "H", "H", "H", "H", "H", "H", "H", "C", "C", "C", "C", "C", "C", "N", "O", "C", "C", "C", "H", "H", "H", "H", "H", "H", "H", "H", "H", "H", "H", "H", "H", "H", "H", "H", "H", "H"],
  "positions_angstrom": [[5.272, -1.451, -1.480], [4.603, -0.848, -2.285], [3.606, -0.035, -3.079], [3.399, 1.347, -2.318], [4.360, 2.411, -2.949], [5.179, 3.125, -1.805], [6.479, 2.327, -1.412], [6.360, 1.571, -0.052], [7.807, 3.580, -1.189], [3.771, 3.362, -4.043], [3.532, 5.157, -3.715], [4.490, 5.920, -4.542], [2.020, 5.577, -4.243], [3.615, 5.689, -2.190], [2.434, 2.734, -4.599], [1.384, 2.297, -3.527], [0.509, 1.185, -4.256], [-0.992, 1.285, -3.854], [-1.374, 0.249, -2.748], [-0.785, 0.688, -1.598], [-0.895, -0.953, -3.176], [-2.928, 0.167, -2.671], [-3.389, -0.514, -3.738], [-3.459, 1.410, -2.783], [-3.622, -0.618, -1.086], [-2.270, -1.476, -0.806], [-4.176, -1.898, -1.950], [-5.047, 0.138, -1.382], [-3.157, 0.626, -0.150], [-4.310, -1.312, 0.224], [1.945, 1.694, -2.288], [1.636, 2.377, -0.982], [1.450, 3.758, -0.955], [1.179, 4.357, 0.339], [1.141, 3.409, 1.394], [1.380, 2.028, 1.234], [1.635, 1.506, 0.020], [5.650, -1.950, -0.594], [2.688, -0.649, -3.115], [3.994, 0.123, -4.099], [3.774, 1.150, -1.299], [5.139, 1.800, -3.453], [5.556, 4.100, -2.171], [4.576, 3.320, -0.899], [6.839, 1.678, -2.225], [6.918, 2.113, 0.734], [5.316, 1.389, 0.256], [6.896, 0.606, -0.165], [4.458, 3.320, -4.911], [1.463, 5.855, -3.498], [4.458, 6.130, -2.002], [1.978, 3.349, -5.396], [2.750, 1.798, -5.116], [0.671, 3.123, -3.403], [0.945, 0.178, -4.142], [0.554, 1.408, -5.341], [-1.279, 2.309, -3.565], [-1.600, 1.014, -4.743], [1.471, 0.784, -2.183], [1.481, 4.346, -1.874], [1.004, 5.427, 0.462], [0.911, 3.779, 2.405], [1.343, 1.353, 2.099], [-2.526, -3.078, 5.962], [-3.547, -4.209, 5.731], [-4.967, -3.671, 5.975], [-5.490, -2.710, 4.906], [-4.882, -2.960, 3.522], [-4.332, -4.381, 3.308], [-3.340, -4.654, 4.342], [-2.770, -5.873, 4.224], [-3.624, -4.373, 1.950], [-5.494, -5.385, 3.239], [-3.300, -5.277, 6.798], [-1.507, -3.446, 5.829], [-2.603, -2.671, 6.979], [-2.673, -2.251, 5.265], [-5.660, -4.514, 6.049], [-5.014, -3.177, 6.951], [-6.579, -2.800, 4.856], [-5.292, -1.676, 5.203], [-5.625, -2.721, 2.755], [-4.069, -2.243, 3.368], [-2.756, -3.709, 1.970], [-4.296, -4.016, 1.163], [-3.281, -5.368, 1.663], [-6.181, -5.115, 2.430], [-6.077, -5.423, 4.160], [-5.132, -6.393, 3.033], [-3.428, -4.846, 7.796], [-2.288, -5.678, 6.748], [-4.004, -6.106, 6.703]]
}



3.
{
  "formula": "C29H44ClN5O2PbS2",
  "method": "ωB97M-V/def2-TZVPD",
  "e_tot_ev": -81771.93805,
  "gap_ev": [2.35, 3.38],
  "charge": -2,
  "species": ["Pb", "Cl", "C", "C", "N", "H", "N", "H", "C", "C", "C", "H", "H", "H", "H", "H", "H", "C", "H", "H", "H", "C", "C", "H", "H", "C", "H", "C", "H", "H", "H", "H", "H", "C", "H", "C", "N", "H", "N", "H", "C", "C", "C", "H", "H", "H", "H", "H", "H", "C", "H", "H", "H", "C", "C", "H", "H", "C", "H", "C", "H", "H", "H", "H", "H", "C", "H", "C", "O", "S", "O", "N", "C", "S", "C", "C", "C", "C", "C", "C", "H", "H", "H", "H"],
  "positions_angstrom": [[-0.638, 0.599, -0.641], [-2.412, 1.315, -2.430], [0.688, 4.720, 0.393], [-0.228, 2.706, 0.116], [0.658, 3.584, -0.387], [-0.500, 5.224, 2.159], [-0.795, 3.321, 1.170], [1.338, 5.550, 0.208], [1.562, 3.311, -1.556], [2.262, 4.606, -1.907], [2.593, 2.247, -1.163], [2.924, 4.939, -1.103], [2.875, 4.433, -2.797], [1.538, 5.390, -2.148], [1.371, 3.019, -3.671], [-0.177, 3.431, -2.880], [2.166, 1.357, -0.669], [0.753, 2.859, -2.773], [3.334, 2.684, -0.480], [3.124, 1.909, -2.067], [0.493, 1.788, -2.775], [-0.216, 4.557, 1.367], [-1.102, 1.662, 2.987], [-0.317, 2.147, 3.583], [-1.840, 1.224, 3.680], [-1.797, 2.691, 2.089], [-3.756, 1.809, 2.004], [-2.400, 3.784, 2.943], [-2.873, 4.550, 2.322], [-0.631, 0.829, 2.440], [-2.654, 1.024, 0.884], [-1.653, 4.237, 3.596], [-3.178, 3.342, 3.575], [-2.926, 2.013, 1.304], [-3.296, 2.656, 0.490], [-1.178, -3.791, -3.051], [-0.528, -2.592, -2.795], [-2.798, -4.734, -1.934], [-1.999, -2.829, -1.258], [-0.946, -4.445, -3.872], [0.465, -1.980, -3.716], [1.071, -3.075, -4.570], [-0.232, -0.944, -4.597], [0.335, -3.509, -5.255], [1.880, -2.651, -5.179], [1.508, -3.857, -3.940], [2.369, -1.020, -3.696], [2.048, -1.960, -2.222], [-0.799, -0.217, -3.996], [1.592, -1.299, -2.965], [-0.916, -1.437, -5.300], [0.519, -0.400, -5.192], [1.277, -0.371, -2.472], [-2.101, -3.942, -2.085], [-3.887, -1.434, -0.488], [-4.630, -1.817, -1.199], [-4.433, -1.102, 0.406], [-2.903, -2.536, -0.107], [-2.790, -2.032, 1.973], [-3.684, -3.790, 0.218], [-3.020, -4.619, 0.486], [-3.407, -0.564, -0.951], [-1.545, -1.209, 1.035], [-4.340, -4.090, -0.607], [-4.327, -3.592, 1.084], [-2.101, -2.148, 1.122], [-1.362, -2.912, 1.379], [-1.048, -2.005, -1.714], [0.266, -2.645, 4.970], [0.821, -1.414, 4.482], [0.607, -0.209, 5.256], [0.474, -1.149, 2.876], [1.539, -1.301, 2.077], [1.467, -1.357, 0.407], [2.795, -1.496, 2.800], [4.095, -1.624, 2.302], [5.138, -1.899, 3.192], [4.875, -2.072, 4.566], [3.569, -1.940, 5.074], [2.559, -1.631, 4.164], [4.259, -1.502, 1.234], [6.159, -1.983, 2.816], [5.690, -2.315, 5.253], [3.309, -2.074, 6.126]]
}



4.
{
  "formula": "C29H44ClN5O2PtS2",
  "method": "ωB97M-V/def2-TZVPD",
  "e_tot_ev": -79769.48714,
  "relative_energy_kcal_mol": 5.1,
  "s_squared": 6.02,
  "spin_multiplicity": 5,
  "gap_ev": [1.24, 5.78],
  "charge": -2,
  "species": ["Pt", "Cl", "C", "C", "N", "H", "N", "H", "C", "C", "C", "H", "H", "H", "H", "H", "H", "C", "H", "H", "H", "C", "C", "H", "H", "C", "H", "C", "H", "H", "H", "H", "H", "C", "H", "C", "N", "H", "N", "H", "C", "C", "C", "H", "H", "H", "H", "H", "H", "C", "H", "H", "H", "C", "C", "H", "H", "C", "H", "C", "H", "H", "H", "H", "H", "C", "H", "C", "O", "S", "O", "N", "C", "S", "C", "C", "C", "C", "C", "C", "H", "H", "H", "H"],
  "positions_angstrom": [[0.376, 0.538, 1.107], [-0.006, 0.156, -1.188], [1.200, 1.732, 4.941], [0.822, 1.399, 2.764], [1.527, 0.969, 3.848], [-0.094, 3.515, 5.061], [0.192, 2.531, 3.170], [1.577, 1.529, 5.929], [2.413, -0.203, 3.871], [3.105, -0.269, 5.221], [1.588, -1.462, 3.668], [2.396, -0.420, 6.042], [3.774, -1.135, 5.213], [3.716, 0.618, 5.422], [4.092, -0.942, 2.790], [4.037, 0.840, 2.905], [1.368, -1.630, 2.605], [3.434, -0.063, 2.755], [0.641, -1.391, 4.219], [2.169, -2.314, 4.051], [2.957, -0.027, 1.765], [0.370, 2.711, 4.517], [-2.105, 2.551, 2.392], [-2.447, 2.403, 3.423], [-2.836, 3.157, 1.842], [-0.772, 3.271, 2.345], [-1.078, 3.733, 0.297], [-0.941, 4.667, 2.904], [-0.002, 5.229, 2.878], [-2.036, 1.575, 1.895], [-0.042, 2.296, 0.470], [-1.346, 4.668, 3.919], [-1.661, 5.196, 2.270], [-0.267, 3.318, 0.916], [0.637, 3.937, 0.859], [1.137, -1.974, -6.703], [1.211, -1.891, -5.320], [0.262, -0.544, -8.125], [0.172, -0.138, -5.985], [1.568, -2.771, -7.283], [2.029, -2.766, -4.476], [2.423, -3.999, -5.266], [3.267, -1.989, -4.048], [3.049, -3.744, -6.130], [3.011, -4.654, -4.614], [1.539, -4.559, -5.595], [1.850, -3.801, -2.630], [0.313, -3.650, -3.517], [2.986, -1.094, -3.481], [1.232, -3.123, -3.236], [3.872, -1.700, -4.915], [3.879, -2.635, -3.408], [0.988, -2.226, -2.655], [0.487, -0.866, -7.124], [0.806, 2.193, -5.714], [1.564, 2.149, -6.505], [0.407, 3.214, -5.680], [-0.344, 1.235, -5.998], [-1.692, 2.410, -4.842], [-0.941, 1.532, -7.357], [-1.751, 0.838, -7.604], [1.266, 1.962, -4.746], [-0.915, 1.074, -3.927], [-0.183, 1.510, -8.149], [-1.365, 2.541, -7.350], [-1.364, 1.361, -4.884], [-2.236, 0.733, -5.099], [0.621, -0.761, -4.872], [-2.631, 1.135, 5.660], [-2.035, -0.166, 5.416], [-1.160, -0.724, 6.427], [-1.333, -0.235, 3.924], [-2.009, -0.958, 3.023], [-1.490, -1.043, 1.408], [-3.181, -1.634, 3.582], [-4.124, -2.501, 3.011], [-5.114, -3.073, 3.821], [-5.175, -2.785, 5.195], [-4.256, -1.889, 5.766], [-3.287, -1.328, 4.946], [-4.062, -2.710, 1.942], [-5.846, -3.754, 3.384], [-5.937, -3.248, 5.823], [-4.269, -1.635, 6.827]]
}